No. 1
Computed, not measured: 8 unconnected molecules or ions with the total composition C19H52BNO12S7 in a non-equilibrium geometry, with the ωB97M-V functional and the def2-TZVPD basis.

Element x y z (Å)
O1 -1.428 2.660 0.411
C1 -1.446 1.325 0.420
C2 -2.174 0.221 -0.557
C3 -2.844 -0.750 0.601
C4 -4.206 0.079 1.001
O2 -5.293 -0.798 1.531
O3 -6.425 -0.371 1.003
B1 -2.989 -2.363 0.305
O4 -3.075 -3.439 1.311
O5 -3.090 -2.761 -1.138
C5 -1.562 -0.720 1.662
N1 -0.720 0.540 1.528
H1 -1.482 -0.457 -1.242
H2 -2.874 0.875 -1.230
H3 -4.053 0.918 1.807
H4 -4.639 0.599 0.020
H5 -6.588 0.591 1.252
H6 -2.361 -3.371 2.011
H7 -2.178 -2.852 -1.545
H8 -0.855 -1.541 1.172
H9 -1.734 -1.180 2.736
H10 0.205 0.214 1.171
C6 0.269 4.988 -0.377
S1 0.033 5.736 -2.007
O6 0.691 4.841 -3.014
C7 1.135 7.144 -1.728
H11 -0.306 4.059 -0.334
H12 1.327 4.766 -0.217
H13 -0.092 5.671 0.396
H14 2.140 6.790 -1.486
H15 0.746 7.757 -0.912
H16 1.173 7.741 -2.642
C8 3.201 1.364 -0.148
S2 2.231 1.402 -1.676
O7 1.050 0.498 -1.483
C9 3.439 0.511 -2.686
H17 2.618 1.840 0.644
H18 3.416 0.331 0.132
H19 4.132 1.916 -0.292
H20 3.640 -0.470 -2.250
H21 4.363 1.091 -2.748
H22 3.025 0.384 -3.689
C10 -3.650 -7.527 -2.106
S3 -3.177 -6.647 -0.598
O8 -3.188 -7.640 0.526
C11 -4.691 -5.665 -0.471
H23 -2.856 -8.235 -2.359
H24 -4.583 -8.072 -1.944
H25 -3.769 -6.813 -2.924
H26 -5.560 -6.324 -0.409
H27 -4.777 -5.011 -1.342
H28 -4.634 -5.055 0.434
C12 5.650 8.107 -2.487
S4 6.123 8.988 -0.979
O9 6.112 7.994 0.145
C13 4.609 9.970 -0.852
H29 6.444 7.400 -2.739
H30 4.717 7.562 -2.325
H31 5.531 8.822 -3.305
H32 3.740 9.310 -0.790
H33 4.523 10.624 -1.723
H34 4.666 10.580 0.053
C14 -0.113 -5.046 3.614
S5 -0.041 -3.603 4.704
O10 -0.453 -2.408 3.896
C15 1.763 -3.566 4.847
H35 -1.158 -5.236 3.359
H36 0.454 -4.854 2.700
H37 0.295 -5.916 4.133
H38 2.214 -3.465 3.857
H39 2.110 -4.485 5.326
H40 2.045 -2.709 5.463
C16 -1.613 3.979 -7.844
S6 -1.541 5.422 -6.755
O11 -1.953 6.617 -7.562
C17 0.263 5.459 -6.611
H41 -2.658 3.789 -8.099
H42 -1.046 4.171 -8.758
H43 -1.205 3.109 -7.325
H44 0.714 5.560 -7.601
H45 0.610 4.540 -6.133
H46 0.545 6.316 -5.995
C18 2.528 -8.200 7.403
S7 1.438 -8.191 5.959
O12 0.802 -6.835 5.883
C19 0.210 -9.329 6.644
H47 3.360 -7.517 7.213
H48 1.980 -7.866 8.287
H49 2.917 -9.208 7.561
H50 -0.196 -8.926 7.575
H51 0.674 -10.301 6.826
H52 -0.598 -9.447 5.918

highest occupied orbital energy = -8.551 eV
E = -123119.307 eV
net charge = 0

No. 2
Computed, not measured: a molecular structure, C6H16BiO4PS4SbTe in a non-equilibrium geometry, with the ωB97M-V functional and the def2-TZVPD basis.

Element x y z (Å)
Bi1 -1.119 -1.376 -0.835
S1 -4.408 -3.698 2.537
Sb1 -2.581 -3.571 1.205
S2 -1.322 -1.456 1.596
S3 -3.123 -2.751 -1.075
S4 -1.021 -5.217 0.987
C1 -2.434 2.024 2.162
C2 -1.188 2.191 1.312
O1 -1.497 2.741 0.037
P1 -1.506 1.833 -1.304
O2 -2.255 0.527 -0.987
Te1 -2.026 3.123 -3.139
O3 0.040 1.237 -1.320
C3 1.084 2.113 -1.680
C4 2.198 1.318 -2.338
H1 -2.153 1.606 3.127
H2 -3.130 1.344 1.673
H3 -2.925 2.986 2.306
H4 -0.690 1.221 1.193
H5 -0.483 2.888 1.784
H6 1.443 2.622 -0.777
H7 0.675 2.875 -2.368
H8 2.456 0.460 -1.720
H9 3.077 1.946 -2.472
H10 1.871 0.945 -3.307
C5 2.248 -1.323 1.159
C6 2.526 -2.444 0.171
O4 1.937 -2.143 -1.092
H11 2.805 -1.513 2.076
H12 1.188 -1.278 1.407
H13 2.548 -0.360 0.747
H14 2.109 -3.386 0.550
H15 3.613 -2.565 0.045
H16 2.043 -2.916 -1.660

highest occupied orbital energy = -5.371 eV
E = -86978.767 eV
net charge = -1

No. 3
Computed, not measured: a single C4H8 molecule in a non-equilibrium geometry, with the ωB97M-V functional and the def2-TZVPD basis.

Element x y z (Å)
C1 -0.934 -1.530 0.840
C2 -0.527 -0.440 -0.158
C3 0.346 0.595 0.066
C4 1.123 1.457 -0.903
H1 -0.138 -2.311 1.051
H2 -1.793 -2.132 0.447
H3 -1.301 -1.029 1.885
H4 -0.742 -0.674 -1.219
H5 0.186 1.075 1.016
H6 0.676 2.454 -0.587
H7 0.977 1.141 -1.878
H8 2.129 1.394 -0.561

highest occupied orbital energy = -8.711 eV
E = -4275.960 eV
net charge = 0
SMILES = C/C=C/C

No. 4
Computed, not measured: a molecular structure, C40H38GeI2IrN4SSi, with the ωB97M-V functional and the def2-TZVPD basis.

Element x y z (Å)
Ir1 -1.117 -0.764 -0.583
N1 1.832 -3.099 -2.626
C1 2.908 -3.364 -1.753
C2 4.190 -3.591 -2.225
C3 5.209 -3.881 -1.327
C4 4.957 -3.900 0.036
C5 3.679 -3.627 0.506
C6 2.649 -3.390 -0.390
S1 0.994 -3.169 0.166
N2 0.408 -2.101 -1.041
C7 0.835 -2.223 -2.250
C8 0.168 -1.386 -3.250
C9 0.584 -1.237 -4.566
C10 -0.142 -0.413 -5.407
C11 -1.257 0.240 -4.903
C12 -1.603 0.059 -3.577
N3 -0.908 -0.742 -2.761
H1 2.062 -3.100 -3.604
H2 4.389 -3.550 -3.290
H3 6.207 -4.078 -1.698
H4 5.754 -4.111 0.736
H5 3.473 -3.605 1.570
H6 1.469 -1.739 -4.932
H7 0.161 -0.278 -6.437
H8 -1.854 0.893 -5.523
H9 -2.450 0.553 -3.121
I1 -1.860 -2.010 2.585
I2 -3.770 -3.856 4.771
C13 -0.792 -0.807 1.207
Ge1 0.729 0.274 1.826
C14 1.411 -0.268 3.579
C15 1.693 -1.606 3.857
C16 2.211 -1.986 5.086
C17 2.462 -1.027 6.059
C18 2.187 0.307 5.799
C19 1.664 0.681 4.567
C20 2.274 0.170 0.603
C21 2.177 0.548 -0.739
C22 3.266 0.454 -1.594
C23 4.485 -0.017 -1.119
C24 4.605 -0.377 0.213
C25 3.509 -0.280 1.065
C26 0.144 2.131 1.907
C27 -1.199 2.425 2.146
C28 -1.637 3.740 2.198
C29 -0.736 4.779 2.010
C30 0.601 4.501 1.767
C31 1.036 3.183 1.714
H10 1.478 -2.366 3.113
H11 2.398 -3.033 5.293
H12 2.857 -1.323 7.023
H13 2.369 1.057 6.559
H14 1.438 1.726 4.379
H15 1.226 0.903 -1.120
H16 3.164 0.754 -2.631
H17 5.337 -0.098 -1.785
H18 5.552 -0.742 0.593
H19 3.619 -0.570 2.104
H20 -1.915 1.619 2.271
H21 -2.686 3.952 2.363
H22 -1.082 5.805 2.034
H23 1.305 5.310 1.610
H24 2.082 2.973 1.513
C32 -5.124 -0.198 1.029
Si1 -4.273 -0.390 -0.628
C33 -5.459 0.227 -1.974
C34 -4.042 -2.219 -0.947
N4 -2.737 0.441 -0.747
C35 -2.631 1.817 -0.873
C36 -1.418 2.435 -1.240
C37 -1.312 3.803 -1.412
C38 -2.410 4.634 -1.226
C39 -3.610 4.055 -0.839
C40 -3.722 2.685 -0.660
H25 -6.134 -0.614 0.971
H26 -5.208 0.843 1.348
H27 -4.588 -0.747 1.807
H28 -6.179 -0.566 -2.201
H29 -4.932 0.469 -2.901
H30 -6.027 1.110 -1.680
H31 -5.022 -2.707 -0.932
H32 -3.426 -2.683 -0.176
H33 -3.579 -2.410 -1.919
H34 -0.547 1.804 -1.363
H35 -0.351 4.225 -1.680
H36 -2.325 5.706 -1.354
H37 -4.478 4.678 -0.658
H38 -4.666 2.283 -0.322

highest occupied orbital energy = -3.735 eV
E = -142330.368 eV
net charge = -1

No. 5
Computed, not measured: a molecular structure, C36H56B2F4N11ORbS, with the ωB97M-V functional and the def2-TZVPD basis.

Element x y z (Å)
Rb1 -0.086 0.388 -1.369
C1 -3.089 -1.712 -5.327
C2 -1.832 -1.590 -4.511
N1 -1.629 -2.122 -3.372
N2 -2.727 -2.779 -2.854
C3 -2.602 -3.648 -1.817
N3 -3.797 -4.012 -1.304
S1 -1.160 -4.272 -1.258
C4 -0.726 -0.761 -5.074
C5 0.034 -1.220 -6.142
C6 1.023 -0.395 -6.653
C7 1.197 0.863 -6.103
C8 0.383 1.236 -5.044
N4 -0.555 0.443 -4.529
H1 -3.849 -1.013 -4.969
H2 -3.506 -2.716 -5.233
H3 -2.880 -1.494 -6.373
H4 -3.613 -2.279 -2.938
H5 -4.657 -3.539 -1.566
H6 -3.767 -4.570 -0.471
H7 -0.140 -2.212 -6.541
H8 1.653 -0.734 -7.467
H9 1.966 1.540 -6.449
H10 0.511 2.199 -4.572
C9 2.871 -3.961 -1.185
C10 3.044 -2.448 -1.356
C11 2.088 -1.934 -2.425
C12 2.908 -1.769 -0.019
C13 3.652 -2.075 1.137
C14 3.172 -1.233 2.112
C15 3.606 -1.256 3.556
C16 2.464 -1.679 4.482
C17 4.316 0.008 4.046
N5 2.206 -0.465 1.546
N6 2.044 -0.806 0.241
B1 1.333 0.632 2.205
N7 0.963 1.789 1.210
N8 -0.361 2.060 1.052
C18 -0.448 3.151 0.310
C19 0.835 3.608 -0.034
C20 1.710 2.724 0.568
C21 3.208 2.895 0.591
C22 3.664 3.420 1.958
C23 4.046 1.694 0.156
C24 -1.789 3.734 -0.051
C25 -1.843 4.091 -1.538
C26 -2.937 2.803 0.327
N9 -0.001 0.035 2.696
N10 -0.611 -0.861 1.884
C27 -1.844 -1.009 2.333
C28 -2.053 -0.188 3.459
C29 -0.857 0.475 3.648
C30 -0.585 1.522 4.698
C31 -0.284 2.908 4.119
C32 0.475 1.124 5.726
C33 -2.824 -1.878 1.599
C34 -3.601 -1.040 0.581
C35 -3.781 -2.588 2.554
H11 3.026 -4.475 -2.137
H12 1.858 -4.181 -0.845
H13 3.574 -4.369 -0.455
H14 4.071 -2.264 -1.699
H15 1.054 -2.128 -2.129
H16 2.244 -2.501 -3.348
H17 2.230 -0.873 -2.638
H18 4.422 -2.820 1.260
H19 4.357 -2.053 3.583
H20 1.626 -0.988 4.404
H21 2.797 -1.707 5.524
H22 2.096 -2.667 4.203
H23 3.627 0.843 4.162
H24 5.096 0.311 3.345
H25 4.782 -0.185 5.017
H26 1.933 1.088 3.145
H27 1.111 4.441 -0.661
H28 3.386 3.682 -0.146
H29 3.473 2.678 2.735
H30 3.133 4.337 2.225
H31 4.737 3.628 1.945
H32 4.073 0.917 0.919
H33 5.073 2.029 -0.020
H34 3.655 1.269 -0.768
H35 -1.907 4.666 0.519
H36 -1.746 3.192 -2.152
H37 -1.036 4.770 -1.818
H38 -2.796 4.564 -1.788
H39 -2.910 1.888 -0.269
H40 -3.897 3.290 0.143
H41 -2.878 2.499 1.372
H42 -2.946 -0.074 4.054
H43 -1.536 1.601 5.236
H44 0.675 2.922 3.600
H45 -0.248 3.647 4.926
H46 -1.046 3.204 3.398
H47 1.468 1.100 5.277
H48 0.268 0.138 6.147
H49 0.493 1.853 6.543
H50 -2.242 -2.629 1.057
H51 -4.124 -0.217 1.076
H52 -4.339 -1.635 0.041
H53 -2.922 -0.604 -0.153
H54 -4.385 -1.864 3.109
H55 -3.237 -3.199 3.277
H56 -4.469 -3.232 2.001
F1 -6.740 -1.177 -3.996
B2 -6.203 -1.303 -2.712
F2 -6.876 -0.512 -1.797
F3 -6.251 -2.672 -2.308
F4 -4.815 -0.952 -2.751
O1 3.342 3.424 -3.889
C36 2.758 2.535 -3.297
N11 2.176 1.679 -2.723

highest occupied orbital energy = -3.371 eV
E = -80407.904 eV
net charge = -2

No. 6
Computed, not measured: 2 unconnected molecules or ions with the total composition C11H11N in a non-equilibrium geometry, with the ωB97M-V functional and the def2-TZVPD basis.

Element x y z (Å)
C1 -3.101 -0.324 0.313
C2 -2.113 -1.315 0.115
C3 -0.834 -1.095 -0.449
C4 -0.465 0.225 -0.530
C5 -1.362 1.221 -0.304
C6 -2.696 1.001 0.124
C7 1.907 -1.241 -0.536
C8 2.232 -0.032 -1.030
C9 2.326 1.093 -0.330
C10 1.958 0.991 1.039
C11 1.596 -0.346 1.467
H1 -4.136 -0.710 0.558
H2 -2.311 -2.391 0.156
H3 -0.070 -1.872 -0.587
H4 0.569 0.584 -0.735
H5 -1.114 2.296 -0.077
H6 -3.426 1.914 0.056
H7 1.785 -2.027 -1.233
H8 2.275 0.045 -2.225
H9 2.265 2.306 -0.582
H10 2.005 1.786 1.667
H11 1.248 -0.623 2.445
N1 1.464 -1.487 0.678

highest occupied orbital energy = -8.837 eV
E = -13071.298 eV
net charge = 0
SMILES = c1ccccc1.c1ccncc1